{
  "formula": "C44H42Cl85N3OP",
  "method": "ωB97M-V/def2-TZVPD",
  "homo_ev": -10.9307,
  "total_energy_ha": -41398.0910,
  "total_charge": 1,
  "max_force_ha_per_bohr": 0.0891,
  "e_lumo_ev": -3.49,
  "symbols": ["C", "C", "C", "C", "C", "N", "O", "C", "C", "C", "C", "N", "C", "C", "C", "Cl", "N", "C", "C", "C", "C", "C", "C", "C", "C", "P", "C", "C", "C", "H", "H", "H", "H", "H", "H", "H", "H", "H", "H", "H", "H", "H", "H", "H", "H", "H", "H", "H", "H", "H", "H", "H", "H", "H", "H", "H", "H", "H", "H", "H", "H", "H", "H", "H", "H", "H", "H", "H", "H", "H", "H", "C", "Cl", "Cl", "Cl", "Cl", "C", "Cl", "Cl", "Cl", "Cl", "C", "Cl", "Cl", "Cl", "Cl", "C", "Cl", "Cl", "Cl", "Cl", "C", "Cl", "Cl", "Cl", "Cl", "C", "Cl", "Cl", "Cl", "Cl", "C", "Cl", "Cl", "Cl", "Cl", "C", "Cl", "Cl", "Cl", "Cl", "C", "Cl", "Cl", "Cl", "Cl", "C", "Cl", "Cl", "Cl", "Cl", "C", "Cl", "Cl", "Cl", "Cl", "C", "Cl", "Cl", "Cl", "Cl", "C", "Cl", "Cl", "Cl", "Cl", "C", "Cl", "Cl", "Cl", "Cl", "C", "Cl", "Cl", "Cl", "Cl", "C", "Cl", "Cl", "Cl", "Cl", "C", "Cl", "Cl", "Cl", "Cl", "C", "Cl", "Cl", "Cl", "Cl", "C", "Cl", "Cl", "Cl", "Cl", "C", "Cl", "Cl", "Cl", "Cl", "C", "Cl", "Cl", "Cl", "Cl"],
  "positions_angstrom": [[-1.46509, 1.11081, -5.47003], [-1.02458, 2.64250, -5.24585], [0.00655, 2.84085, -4.00569], [1.50225, 3.24490, -4.48030], [2.58278, 2.15185, -3.94017], [2.78093, 2.23004, -2.46174], [4.00907, 2.72487, -2.10553], [4.14351, 4.13896, -2.40736], [2.98429, 5.07833, -1.81917], [3.43088, 5.95864, -0.53194], [2.55638, 0.87613, -1.87379], [3.35212, -0.21496, -2.44190], [4.47013, -0.64483, -1.54590], [5.81036, 0.22739, -1.67948], [7.14513, -0.54778, -1.25863], [7.33291, -0.54339, 0.59529], [1.65917, 0.73393, -0.88749], [0.97357, 1.98279, -0.40597], [2.01881, 2.75621, 0.57593], [1.93710, 2.18453, 2.08687], [0.82978, 2.57707, 3.09913], [0.94188, 1.93585, 4.52336], [2.04986, 0.94137, 4.94549], [3.15700, 0.56231, 3.92969], [3.08384, 1.20217, 2.52729], [1.33368, -0.90815, -0.21290], [0.54802, -2.00563, -1.57191], [0.02860, -0.83688, 1.14910], [-1.40965, -0.55811, 0.40634], [-1.87982, 0.97684, -6.52400], [-2.29829, 0.82189, -4.73950], [-0.58236, 0.38542, -5.35218], [-0.58918, 3.03458, -6.24912], [-1.99427, 3.24404, -5.07503], [0.01055, 1.85553, -3.40858], [-0.46361, 3.64826, -3.33348], [1.50698, 3.13520, -5.62511], [1.79052, 4.31563, -4.21946], [3.54787, 2.34819, -4.51955], [2.16877, 1.13513, -4.30046], [5.14498, 4.46799, -1.93328], [4.28254, 4.33516, -3.53982], [2.02536, 4.53585, -1.52813], [2.68828, 5.83328, -2.63898], [4.36312, 5.53245, -0.01580], [3.61379, 7.03734, -0.85576], [2.54237, 5.94190, 0.20733], [2.77902, -0.99926, -2.77936], [4.17039, -0.72299, -0.42976], [4.73067, -1.72999, -1.85438], [5.83036, 0.64858, -2.74782], [5.66909, 1.14783, -0.99272], [7.12502, -1.60665, -1.68437], [8.04550, 0.05331, -1.65936], [0.06245, 1.75857, 0.26774], [0.57985, 2.64897, -1.24529], [3.11368, 2.58588, 0.25827], [1.87469, 3.89942, 0.54374], [0.00838, 3.31462, 2.80397], [0.16827, 2.20862, 5.32340], [2.11316, 0.47683, 5.99432], [4.01162, -0.14373, 4.17986], [3.91223, 0.95369, 1.76580], [0.01493, -1.37244, -2.37831], [1.37162, -2.58419, -2.13950], [-0.17174, -2.78893, -1.12303], [0.23239, -0.05365, 1.95349], [-0.11179, -1.84085, 1.69016], [-2.13402, -0.01441, 1.09552], [-1.83180, -1.50143, -0.07903], [-1.15087, 0.15206, -0.47183], [6.24670, 1.09685, -6.10483], [5.32755, 2.26510, -7.07871], [7.33481, 0.17295, -7.15954], [7.20174, 1.96620, -4.88390], [5.11942, -0.01380, -5.29446], [-4.71342, -0.89016, 2.72500], [-4.64733, -1.14820, 0.96710], [-3.09982, -0.43723, 3.31901], [-5.86286, 0.41625, 3.08530], [-5.23201, -2.39395, 3.50994], [-0.15698, 6.33134, -6.68313], [0.70329, 4.93689, -7.37205], [-1.71811, 5.79686, -6.03110], [0.81947, 7.04302, -5.37973], [-0.42835, 7.54691, -7.95020], [-6.70861, -5.94911, 1.84599], [-8.31216, -5.61908, 2.53488], [-5.68538, -6.72669, 3.07056], [-6.87323, -7.02548, 0.44252], [-5.95094, -4.42674, 1.32910], [-2.24203, -8.62201, 4.43673], [-3.40677, -9.95773, 4.31564], [-2.65955, -7.60160, 5.82968], [-0.60565, -9.28013, 4.65281], [-2.30050, -7.65449, 2.94757], [-5.03436, 7.96357, -7.38174], [-3.35999, 8.10921, -7.95923], [-5.79088, 9.57086, -7.34599], [-5.94816, 6.90313, -8.47478], [-5.03829, 7.27101, -5.74477], [-10.40590, 7.10981, -7.94059], [-10.04789, 5.48124, -8.55482], [-8.94258, 8.11228, -8.03549], [-11.69184, 7.84343, -8.92207], [-10.94043, 7.00069, -6.24969], [-4.17896, 2.08728, -1.38419], [-3.70343, 2.28103, 0.31731], [-5.30074, 0.71799, -1.53428], [-4.97546, 3.57031, -1.94854], [-2.73199, 1.77886, -2.37244], [-1.21198, -5.55338, 9.05565], [-2.06734, -4.35720, 8.05748], [-0.14335, -6.52952, 8.02504], [-0.24530, -4.71586, 10.28866], [-2.39458, -6.61372, 9.85146], [-7.10990, 4.15826, 3.67576], [-5.42436, 4.12598, 3.11257], [-7.73436, 5.81801, 3.57924], [-8.09737, 3.09348, 2.65126], [-7.18299, 3.59415, 5.35821], [-2.34603, -3.97784, -3.72192], [-3.05307, -4.08023, -2.09581], [-1.81280, -2.31079, -4.03430], [-0.95282, -5.07704, -3.82841], [-3.56239, -4.43978, -4.92830], [2.66852, -1.50743, 10.30621], [2.58287, -0.58246, 8.79053], [3.75043, -0.67630, 11.44404], [1.04375, -1.63442, 11.01184], [3.29876, -3.13388, 9.97234], [-7.13922, -5.40192, 7.21183], [-6.14143, -6.85240, 6.97920], [-6.66516, -4.59974, 8.72203], [-6.89733, -4.28685, 5.85085], [-8.85095, -5.86715, 7.29931], [-3.39098, -8.43756, -1.06533], [-4.54843, -9.78027, -1.17218], [-3.80391, -7.40518, 0.31891], [-1.75047, -9.08484, -0.84793], [-3.46136, -7.47984, -2.56059], [-0.03968, 0.14948, 14.57496], [0.38298, 0.24234, 16.29770], [-1.09263, -1.25516, 14.29798], [-0.89156, 1.63228, 14.09312], [1.44106, -0.02310, 13.60895], [6.71784, 0.29402, 7.14937], [7.53514, -1.13603, 6.48231], [5.11289, -0.17060, 7.75855], [7.68520, 0.96218, 8.48063], [6.53580, 1.52005, 5.87570], [2.47960, -5.25535, 0.03107], [2.56011, -6.90435, 0.68266], [4.11160, -4.72111, -0.42345], [1.42858, -5.23857, -1.40309], [1.81618, -4.16415, 1.27189], [10.42646, 0.62045, -9.89654], [10.51429, 0.48931, -11.66529], [11.99597, 1.15931, -9.26363], [9.17236, 1.79759, -9.45111], [10.02155, -0.96604, -9.20422], [-6.20086, 0.11106, 7.74705], [-6.34766, -1.61069, 8.16139], [-7.77308, 0.90610, 7.97691], [-4.99425, 0.86654, 8.81104], [-5.68942, 0.30378, 6.05246], [-5.53825, -1.59702, -7.67691], [-4.08199, -1.79541, -6.67826], [-6.48238, -0.21609, -7.07891], [-5.06442, -1.30493, -9.36373], [-6.52324, -3.07265, -7.58498], [9.26244, -4.51447, -1.32929], [9.63608, -3.60565, -2.81004], [10.17029, -3.82696, 0.03272], [7.51963, -4.40694, -0.99323], [9.71857, -6.21651, -1.54768]],
  "forces_ev_per_angstrom": [[0.01, 0.20, -0.06], [-0.38, -0.40, -0.46], [-0.61, 0.54, -0.39], [-0.23, -1.37, -0.04], [-0.77, 0.86, -1.98], [-2.70, -2.08, -0.48], [1.79, 0.85, 0.30], [0.17, 1.64, -0.02], [0.05, 0.95, 0.07], [-0.57, -0.37, -0.17], [0.63, 0.01, 0.07], [-1.28, 1.09, 1.28], [1.68, -1.48, 0.97], [-0.89, 0.82, 0.38], [-0.41, 1.07, -0.97], [-0.27, -0.30, -1.50], [-0.20, 1.06, -2.59], [-0.36, 1.63, 1.94], [0.37, -0.18, 0.99], [0.41, -1.03, 2.53], [3.49, -2.83, 0.89], [1.67, -0.72, -1.61], [0.42, 1.23, -3.46], [-3.06, 2.74, -1.30], [-2.13, 0.60, 1.88], [1.07, -2.43, 1.29], [-0.22, 0.48, -1.26], [-2.45, 0.47, -0.59], [1.13, 0.99, -0.49], [0.52, 0.15, 1.40], [1.28, 0.28, -1.04], [-1.18, 1.03, -0.13], [-0.62, -0.68, 1.97], [1.61, -0.95, -0.16], [0.15, 1.38, -0.77], [0.94, -1.17, -0.82], [0.22, 0.23, 1.79], [-0.42, -1.49, -0.26], [-1.03, -0.53, 1.12], [0.80, 1.40, 0.87], [-1.60, -0.88, -0.64], [-0.44, -0.66, 1.66], [1.48, 0.33, -0.74], [0.40, -1.27, 1.16], [-1.41, 0.65, -0.73], [-0.11, -1.50, 0.62], [1.61, 0.26, -1.00], [0.32, 0.46, 0.56], [0.28, 0.19, -1.80], [-0.52, 1.69, 0.38], [0.36, -0.86, 1.56], [0.47, -1.42, -1.12], [0.27, 1.39, 0.94], [-1.43, -1.21, 0.70], [1.54, -0.22, -1.28], [0.96, -1.19, 0.89], [-1.79, 0.22, 0.16], [-0.12, -1.91, 0.17], [1.31, -1.23, 0.66], [1.24, -0.40, -1.43], [-0.37, 1.00, -1.82], [-1.35, 1.09, -0.29], [-1.46, 0.46, 1.30], [0.58, -1.03, 1.48], [-1.17, 0.95, 1.16], [1.13, 1.46, -0.59], [0.03, -0.94, -1.24], [0.95, 1.28, -0.99], [0.99, -1.07, -1.19], [0.44, 1.29, 0.99], [-0.84, -1.01, 1.31], [0.17, -0.17, -0.19], [0.11, -0.15, 0.18], [-0.33, 0.17, 0.36], [-0.17, -0.09, -0.17], [0.15, 0.14, -0.16], [-0.19, -0.15, 0.12], [-0.13, -0.13, 0.43], [-0.28, -0.04, 0.21], [0.27, -0.27, -0.57], [0.29, 0.71, 0.24], [-0.15, 0.06, -0.04], [-0.04, 0.49, -0.19], [0.33, 0.23, -0.08], [-0.13, -0.10, -0.18], [0.59, -0.31, 0.21], [-0.12, -0.15, -0.12], [0.32, -0.01, -0.12], [-0.18, 0.16, -0.12], [-0.56, 0.22, 0.27], [-0.23, -0.53, -0.24], [0.02, 0.01, 0.08], [0.18, 0.24, -0.01], [-0.01, -0.15, -0.29], [-0.26, 0.11, -0.02], [0.25, -0.27, 0.56], [-0.06, 0.05, -0.21], [-0.74, 0.04, 0.17], [0.12, -0.26, 0.02], [0.40, 0.09, 0.19], [-0.01, 0.10, -0.21], [-0.05, 0.10, -0.01], [-0.03, 0.24, 0.09], [-0.47, -0.11, 0.06], [0.23, -0.15, 0.17], [0.09, 0.01, -0.27], [-0.20, 0.00, 0.04], [-0.07, 0.04, -0.22], [0.20, 0.42, -0.22], [0.20, -0.30, 0.11], [-0.24, 0.10, 0.24], [0.04, -0.06, 0.09], [0.10, -0.18, 0.13], [-0.11, 0.20, 0.22], [-0.20, -0.18, -0.27], [0.17, 0.17, -0.17], [-0.10, 0.10, 0.13], [-0.21, 0.01, 0.06], [0.13, -0.31, -0.01], [0.17, 0.15, 0.14], [0.02, 0.08, -0.34], [-0.18, -0.20, 0.00], [0.15, 0.18, -0.17], [-0.19, -0.15, -0.13], [-0.19, 0.21, -0.04], [0.35, -0.15, 0.45], [-0.14, -0.22, 0.19], [-0.79, -0.21, 0.47], [-0.09, -0.12, -0.29], [0.32, -0.15, -0.60], [-0.09, 0.32, 0.02], [-0.06, -0.11, -0.04], [-0.13, 0.24, 0.02], [-0.06, -0.35, -0.10], [-0.05, -0.17, 0.18], [0.32, 0.10, -0.03], [0.02, -0.01, 0.00], [0.19, 0.26, 0.06], [0.43, -0.18, -0.63], [-0.25, 0.11, -0.05], [-0.01, -0.26, 0.18], [0.09, 0.07, 0.09], [-0.10, -0.03, -0.30], [0.16, 0.19, 0.01], [0.13, -0.25, 0.07], [-0.29, 0.32, 0.66], [0.12, -0.02, 0.01], [-0.13, 0.22, 0.09], [0.97, 0.24, -0.35], [-0.19, -0.12, -0.24], [0.00, -0.18, 0.16], [0.03, -0.23, 0.09], [-0.03, 0.37, -0.14], [-0.29, 0.00, 0.06], [0.18, -0.16, 0.29], [0.11, -0.18, -0.24], [0.09, 0.09, -0.10], [-0.03, 0.01, 0.34], [-0.30, -0.11, -0.10], [0.28, -0.11, -0.18], [0.04, 0.20, -0.08], [0.09, 0.02, 0.15], [0.07, 0.58, -0.25], [0.25, -0.10, -0.07], [-0.17, -0.08, -0.14], [-0.19, -0.17, 0.73], [-0.04, 0.06, -0.09], [-0.27, 0.26, -0.29], [0.16, -0.23, -0.08], [-0.08, -0.06, 0.31], [0.19, 0.24, 0.01], [0.24, -0.06, 0.04], [-0.10, -0.12, 0.22], [-0.22, -0.11, -0.27], [0.18, -0.03, -0.02], [-0.13, 0.34, 0.03]],
  "mulliken_charge": [-0.92, -0.31, 1.11, 0.30, -0.57, 1.97, -0.13, -0.65, 0.47, -1.16, -3.48, 0.30, -0.14, 0.10, -0.26, -0.20, 1.13, -0.14, 0.10, -0.06, -0.15, -0.63, -0.08, -0.78, -0.03, 0.07, -0.48, 0.01, 0.51, 0.42, 0.19, 0.08, 0.03, 0.15, -0.75, 0.28, 0.33, -0.47, -0.22, 0.39, 0.49, 0.20, -0.14, 0.11, 0.29, 0.37, 0.26, 0.48, 0.09, 0.51, -0.46, 0.17, 0.14, 0.35, 0.37, -0.21, 0.03, 0.10, 0.41, 0.34, 0.07, 0.48, 0.25, -0.28, 0.36, 0.55, -0.12, 0.50, -0.37, 0.13, -0.48, 0.25, -0.13, -0.01, -0.10, -0.07, -0.17, 0.03, -0.03, 0.08, 0.16, 0.42, -0.10, -0.08, -0.11, -0.12, 0.00, -0.08, 0.04, -0.08, 0.11, 0.16, -0.10, 0.05, -0.11, 0.00, 0.29, -0.03, -0.10, -0.08, -0.09, 0.32, -0.10, -0.02, -0.09, -0.10, 0.00, -0.05, -0.11, -0.09, 0.06, 0.24, -0.02, -0.09, -0.06, -0.09, 0.26, -0.06, -0.09, -0.11, -0.03, 0.05, 0.05, 0.01, -0.06, -0.07, 0.31, -0.12, -0.11, -0.05, -0.09, 0.26, -0.06, -0.09, 0.02, -0.09, 0.13, -0.10, 0.16, -0.10, -0.04, 0.29, -0.09, -0.10, -0.10, -0.02, 0.26, -0.10, 0.06, -0.10, -0.09, 0.15, -0.08, -0.02, -0.01, -0.06, 0.35, -0.08, -0.09, -0.08, -0.11, 0.09, 0.03, -0.11, -0.10, 0.07, 0.28, 0.02, -0.09, -0.10, -0.10, 0.23, -0.09, -0.08, 0.02, -0.09]
}